{"formula": "C15H14FNO4", "method": "ωB97M-V with the def2-TZVPD basis set", "smiles": "COC(=O)Cc1c(O)ccn(Cc2ccc(F)cc2)c1=O", "lumo_ev": -0.2511, "homo_ev": -9.11, "e_above_lowest_kcal_mol": 290.7, "multiplicity": 1, "species": ["C", "O", "C", "O", "C", "C", "C", "O", "C", "C", "N", "C", "C", "C", "C", "C", "F", "C", "C", "C", "O", "H", "H", "H", "H", "H", "H", "H", "H", "H", "H", "H", "H", "H", "H"], "coordinates": [[-6.11225, -0.90772, -0.10012], [-4.82827, -1.35122, -0.82244], [-3.88418, -0.63119, -0.03079], [-4.03457, 0.11106, 0.98887], [-2.54351, -0.95894, -0.83465], [-1.46910, -0.01010, -0.44806], [-1.41762, 1.23102, -0.75239], [-2.50188, 1.67311, -1.65735], [-0.48789, 2.36306, -0.31492], [0.46269, 1.78290, 0.35017], [0.63846, 0.21697, 0.73102], [1.65464, -0.09070, 1.79401], [3.01260, -0.35889, 0.89459], [3.00187, -1.23668, -0.05564], [4.26294, -1.20420, -1.00034], [5.18683, -0.39343, -0.62471], [6.31167, -0.38733, -1.76037], [5.13644, 0.54198, 0.13394], [3.93362, 0.75979, 1.16918], [-0.32641, -0.45524, 0.49983], [-0.24396, -1.72352, 0.69140], [-5.95399, -0.31179, 0.71819], [-6.56146, -0.28234, -0.98198], [-6.58848, -1.89516, -0.00143], [-2.69060, -1.17261, -1.81340], [-2.30167, -2.03721, -0.32358], [-2.37337, 2.69008, -1.65680], [-0.43696, 3.31155, -0.68007], [1.40398, 2.28146, 0.87096], [1.46130, -0.87287, 2.03008], [1.79603, 0.60606, 2.60434], [2.21296, -2.03809, -0.26459], [4.30617, -2.04947, -1.70775], [5.96465, 1.25529, 0.52344], [4.00931, 1.54437, 1.83136]]}



{"formula": "C15H14N2", "method": "ωB97M-V with the def2-TZVPD basis set", "smiles": "C/N=C1\\C=Cc2cccc3ccc(NC)c1c23", "lumo_ev": -0.3293, "homo_ev": -7.28, "e_above_lowest_kcal_mol": 45.8, "multiplicity": 1, "species": ["C", "N", "C", "C", "C", "C", "C", "C", "C", "C", "C", "C", "C", "N", "C", "C", "C", "H", "H", "H", "H", "H", "H", "H", "H", "H", "H", "H", "H", "H", "H"], "coordinates": [[2.74584, 2.88298, 0.18779], [2.08029, 1.60502, -0.08070], [0.92322, 1.23924, 0.54620], [0.48378, 1.86843, 1.73116], [-0.60158, 1.35916, 2.38984], [-1.34326, 0.14053, 1.87416], [-2.58691, -0.15733, 2.52436], [-3.39063, -1.24868, 2.00446], [-2.95605, -1.88594, 0.83906], [-1.70010, -1.51457, 0.23472], [-1.31776, -2.16369, -0.90492], [-0.23739, -1.70756, -1.63488], [0.52766, -0.63486, -1.18718], [1.61901, -0.41309, -1.94714], [1.91341, -1.09123, -3.26129], [0.13955, 0.08468, -0.04422], [-0.97834, -0.45611, 0.71548], [3.63977, 2.87414, 0.78395], [2.07046, 3.62267, 0.60418], [3.14212, 3.28440, -0.81908], [0.99372, 2.76395, 2.22000], [-0.75956, 1.83875, 3.38796], [-2.97462, 0.43961, 3.36339], [-4.36026, -1.39835, 2.46717], [-3.47362, -2.77262, 0.44622], [-1.90269, -2.92730, -1.34872], [-0.05750, -2.18444, -2.59232], [2.21527, 0.38356, -1.64173], [2.70633, -0.52041, -3.73128], [1.16130, -1.21631, -4.03231], [2.27854, -2.09465, -3.09435]]}



{"formula": "C15H14N3O5W", "method": "ωB97M-V with the def2-TZVPD basis set", "lumo_ev": [-12.0132, -13.3326], "charge": 3, "s_squared": 2.043, "homo_ev": [-18.72, -18.87], "e_above_lowest_kcal_mol": 19.1, "multiplicity": 3, "species": ["W", "O", "C", "C", "C", "C", "C", "C", "C", "O", "N", "N", "C", "C", "C", "C", "C", "C", "C", "O", "H", "H", "H", "H", "H", "H", "H", "H", "H", "H", "C", "O", "H", "H", "H", "H", "O", "N"], "coordinates": [[0.53590, 0.47549, -1.10697], [-2.91780, -2.34921, -1.79567], [-3.36260, -2.27791, -0.57967], [-4.65320, -2.83341, -0.32727], [-5.18490, -2.82231, 0.93653], [-4.45860, -2.24261, 1.99263], [-3.21280, -1.64261, 1.76313], [-2.63410, -1.65161, 0.49813], [-1.34530, -1.00401, 0.27213], [-0.67170, -1.12731, -0.88637], [-0.83070, -0.28221, 1.23383], [0.35330, 0.31179, 0.89813], [1.08880, 0.91199, 1.83243], [2.35870, 1.45869, 1.54483], [3.09180, 2.13259, 2.56133], [4.36200, 2.60719, 2.32723], [4.98290, 2.36709, 1.09863], [4.30940, 1.69969, 0.07463], [3.00390, 1.28429, 0.25893], [2.28290, 0.69039, -0.73877], [-2.01560, -1.99351, -1.91567], [-5.17540, -3.28021, -1.16047], [-6.15640, -3.26091, 1.12063], [-4.86200, -2.26861, 2.99493], [-2.68040, -1.17681, 2.57953], [0.70260, 0.93849, 2.85303], [2.63940, 2.25339, 3.53653], [4.89270, 3.13979, 3.10313], [6.00100, 2.69079, 0.93773], [4.80660, 1.50399, -0.86407], [0.88160, 0.72979, -3.83937], [1.10870, -0.43971, -2.98907], [1.08090, 0.48319, -4.89207], [1.57670, 1.55359, -3.55647], [-0.19410, 1.01709, -3.78337], [1.62550, -1.11081, -3.49127], [-1.13380, 1.30259, -1.33537], [-0.19590, 2.21179, -1.15597]]}



{"formula": "C15H14N4O4Pt", "method": "ωB97M-V with the def2-TZVPD basis set", "lumo_ev": [-0.2488, -0.5351], "s_squared": 2.005, "homo_ev": [-7.42, -8.81], "e_above_lowest_kcal_mol": 2.2, "multiplicity": 3, "species": ["Pt", "O", "C", "N", "C", "O", "C", "C", "C", "C", "C", "N", "C", "C", "C", "C", "C", "N", "H", "H", "H", "H", "H", "H", "H", "H", "N", "C", "C", "C", "O", "O", "H", "H", "H", "H", "H", "H"], "coordinates": [[-0.10937, 0.03148, 0.00354], [3.26325, 1.13859, 2.21947], [2.38009, 1.00147, 1.40385], [1.60834, -0.10575, 1.17424], [1.92546, -1.32652, 1.73205], [2.98913, -1.67331, 2.18837], [0.75341, -2.30148, 1.75275], [0.85039, -3.48187, 2.46820], [-0.25454, -4.31754, 2.51132], [-1.41348, -3.95036, 1.84441], [-1.42666, -2.75530, 1.14356], [-0.35970, -1.96492, 1.09817], [2.00198, 2.19607, 0.52834], [2.70473, 3.37946, 0.67878], [2.35419, 4.46633, -0.10290], [1.31260, 4.33681, -1.00934], [0.66379, 3.11781, -1.09823], [1.00062, 2.06915, -0.35055], [1.77685, -3.70816, 2.97579], [-0.21561, -5.24422, 3.06873], [-2.29913, -4.56937, 1.86871], [-2.30508, -2.39411, 0.62302], [3.50161, 3.41150, 1.40744], [2.88059, 5.40636, -0.00317], [0.99790, 5.16173, -1.63260], [-0.15944, 2.97655, -1.78659], [-0.40908, -0.31695, -2.16016], [-1.59737, 0.31465, -2.76914], [-2.87660, -0.27216, -2.21230], [-3.21571, 0.07537, -0.75628], [-4.39074, 0.19972, -0.45591], [-2.23953, 0.17254, 0.08665], [0.44339, -0.00688, -2.61266], [-0.45465, -1.32215, -2.29376], [-1.56776, 0.18697, -3.85527], [-1.55157, 1.38312, -2.55799], [-2.84392, -1.36551, -2.29693], [-3.71837, 0.05087, -2.82359]]}



{"formula": "C15H14N4O4S", "method": "ωB97M-V with the def2-TZVPD basis set", "smiles": "COc1ccc(-c2nnc(SCC(=O)Nc3cc(C)on3)o2)cc1", "lumo_ev": 0.5440, "homo_ev": -8.23, "e_above_lowest_kcal_mol": 73.2, "multiplicity": 1, "species": ["C", "O", "C", "C", "C", "C", "C", "N", "N", "C", "S", "C", "C", "O", "N", "C", "C", "C", "C", "O", "N", "O", "C", "C", "H", "H", "H", "H", "H", "H", "H", "H", "H", "H", "H", "H", "H", "H"], "coordinates": [[8.99512, 0.31402, -0.57420], [7.92099, 1.21081, -0.41000], [6.66856, 0.71523, -0.27203], [6.34009, -0.64044, -0.27440], [5.02580, -1.03320, -0.12645], [4.01633, -0.08468, 0.02567], [2.65237, -0.51854, 0.17444], [2.21220, -1.74060, 0.19546], [0.87847, -1.69515, 0.35107], [0.56111, -0.43838, 0.41552], [-1.00917, 0.24593, 0.60302], [-1.97564, -1.31116, 0.64418], [-3.35680, -1.11370, 0.03793], [-3.79319, -1.83356, -0.82471], [-4.03829, -0.07216, 0.59134], [-5.30482, 0.34021, 0.23040], [-6.18253, -0.20070, -0.74408], [-7.28143, 0.60520, -0.66038], [-8.57077, 0.60673, -1.39107], [-7.07613, 1.54177, 0.28137], [-5.84939, 1.37341, 0.83105], [1.62921, 0.37503, 0.31406], [4.34396, 1.27339, 0.02883], [5.65303, 1.66548, -0.11777], [9.88465, 0.93537, -0.66319], [8.88087, -0.28638, -1.48191], [9.10114, -0.34769, 0.29087], [7.10171, -1.39462, -0.39138], [4.75875, -2.07780, -0.12707], [-1.41885, -2.05708, 0.07926], [-2.06055, -1.62760, 1.68485], [-3.60029, 0.50131, 1.29963], [-6.00121, -1.03913, -1.37941], [-8.56296, -0.16873, -2.15034], [-8.73301, 1.57531, -1.86058], [-9.39311, 0.42789, -0.70002], [3.56472, 2.01082, 0.14651], [5.92638, 2.70857, -0.11809]]}



{"formula": "C15H15BrClCoN2O6", "method": "ωB97M-V with the def2-TZVPD basis set", "lumo_ev": [-1.1169, -1.1154], "homo_ev": [-8.68, -8.68], "e_above_lowest_kcal_mol": 4.0, "multiplicity": 1, "species": ["Co", "Br", "C", "C", "C", "C", "C", "N", "C", "O", "O", "H", "H", "H", "O", "Cl", "O", "O", "O", "C", "N", "C", "C", "C", "C", "C", "C", "C", "C", "H", "H", "H", "H", "H", "H", "H", "H", "H", "H", "H", "H"], "coordinates": [[-1.07674, -0.17712, -0.08652], [0.30388, 1.01684, 2.95838], [-0.64766, -0.58569, 2.78985], [-0.93198, -1.31339, 3.93538], [-1.56717, -2.53712, 3.81917], [-1.86997, -3.02882, 2.55809], [-1.56069, -2.25326, 1.46886], [-0.99344, -1.03601, 1.58357], [-1.75013, -2.71975, 0.03523], [-2.20242, -3.81734, -0.18380], [-1.34457, -1.84112, -0.83062], [-0.64374, -0.90938, 4.89381], [-1.80214, -3.10913, 4.70657], [-2.32544, -3.99296, 2.38451], [-3.08401, 0.41839, -0.61731], [-3.03885, 1.50144, 0.38243], [-3.55814, 2.71342, -0.11586], [-3.64172, 1.08333, 1.59674], [-1.55153, 1.64736, 0.60155], [1.65786, 2.22942, -3.13577], [0.61603, 2.45274, -2.15223], [-0.58546, 1.70480, -2.44725], [1.05963, 2.28785, -0.77251], [1.59512, 0.88824, -0.49633], [2.97378, 0.71591, -0.63997], [3.57478, -0.53102, -0.59591], [2.77766, -1.65396, -0.43203], [1.40902, -1.50278, -0.28540], [0.81160, -0.24773, -0.30063], [1.29073, 2.53816, -4.11508], [1.98128, 1.17991, -3.20509], [2.52817, 2.84031, -2.89181], [-0.88889, 1.89126, -3.47700], [-1.39665, 2.03957, -1.80240], [-0.45633, 0.60582, -2.34073], [0.22693, 2.55876, -0.13207], [1.86105, 3.00489, -0.58446], [3.58498, 1.59854, -0.79262], [4.64761, -0.62356, -0.70060], [3.21015, -2.64573, -0.41741], [0.80745, -2.39106, -0.16272]]}